{"formula": "C16H22O5", "method": "wB97M-V/def2-TZVPD", "elements": ["O", "O", "O", "O", "O", "C", "C", "C", "C", "C", "C", "C", "C", "C", "C", "C", "C", "C", "C", "C", "C", "H", "H", "H", "H", "H", "H", "H", "H", "H", "H", "H", "H", "H", "H", "H", "H", "H", "H", "H", "H", "H", "H"], "positions_angstrom": [[-2.27, -0.90, -1.34], [0.48, 1.05, 1.88], [3.98, -0.31, -2.20], [-3.49, 1.17, 0.65], [-1.01, 2.29, 0.73], [-1.05, -1.01, 2.32], [4.64, -1.61, -2.28], [-0.69, 1.22, 1.23], [-3.58, -0.71, -1.92], [1.31, 2.24, 1.98], [-2.96, 0.16, 1.19], [2.02, 1.01, -1.93], [2.62, -0.27, -2.09], [2.60, 1.88, 2.68], [-3.90, -0.91, 1.72], [1.79, -1.41, -2.10], [0.44, -1.29, -1.77], [0.67, 1.10, -1.63], [-1.49, -0.07, 1.25], [-0.09, -0.05, -1.37], [-1.47, 0.05, -0.87], [3.14, 1.10, 2.14], [4.34, -2.12, -3.20], [4.43, -2.24, -1.40], [2.41, 1.53, 3.71], [1.52, 2.61, 0.97], [2.21, -2.40, -2.30], [-0.20, -2.16, -1.77], [-4.62, -0.44, 2.43], [-1.92, 1.06, -0.91], [0.21, 2.09, -1.54], [-4.03, -1.70, -1.94], [0.76, 2.98, 2.55], [0.02, -0.82, 2.55], [5.70, -1.33, -2.32], [-4.50, -1.32, 0.88], [-3.42, -1.75, 2.21], [2.66, 1.89, -1.98], [-4.20, -0.06, -1.30], [3.23, 2.75, 2.75], [-3.50, -0.33, -2.93], [-1.17, -2.06, 2.02], [-1.64, -0.89, 3.25]], "homo_lumo_gap_ev": 8.37, "relative_energy_ev": 4.046, "total_energy_ev": -27183.5088, "mol_weight_g_mol": 294.35, "e_homo_ev": -8.06}